[1]
Density functional theory data (ωB97M-V/def2-TZVPD) for a molecular structure, C18H25BN11PPbSe4.

HOMO-LUMO gap (alpha / beta)   7.0 / 4.9 eV
Net charge   +1
LUMO (alpha / beta)   -2.781 / -4.743 eV
Energy relative to the best compared isomer or geometry (same formula, charge and spin)   3.6 kJ/mol
Expectation value of S²   0.7689
Largest force on an atom   0.40 eV Å⁻¹
Multiplicity   2

Each line ends with the Löwdin charge.
Cartesian coordinates (Å):
Pb (-0.651, 1.285, -0.071)  0.9469
Se (-4.607, 2.639, 0.253)  -0.0405
Se (-2.128, 1.483, 2.714)  -0.1037
Se (-3.471, 3.251, 2.193)  -0.0299
Se (-3.073, 2.433, -1.423)  -0.0411
P (-2.591, -1.529, 0.005)  0.9823
N (0.770, 0.157, -1.705)  -0.0951
N (2.686, 1.150, 0.517)  0.0141
N (0.620, 3.058, -0.907)  -0.1146
N (4.173, 1.844, -1.400)  -0.0341
N (2.097, 0.418, -1.809)  0.0215
N (1.937, 2.895, -1.196)  0.0300
N (-4.756, -2.266, 1.600)  -0.1431
N (-3.653, -4.081, 0.441)  -0.1497
N (4.540, 1.710, -2.701)  0.0705
N (-2.591, -3.063, 2.377)  -0.0675
N (1.496, 1.092, 1.152)  -0.0818
C (6.118, 2.875, -1.576)  -0.0535
C (0.278, 4.289, -1.280)  -0.1321
C (-2.828, -4.341, 1.566)  -0.1129
C (1.725, 0.601, 2.367)  -0.1509
C (2.681, -0.514, -2.581)  -0.0506
C (3.651, 0.665, 1.322)  -0.0591
C (-2.994, -3.258, -0.583)  -0.3046
C (1.379, 4.948, -1.820)  -0.0245
C (3.081, 0.312, 2.527)  -0.0393
C (2.405, 4.028, -1.753)  -0.0327
C (-4.260, -1.170, 0.756)  -0.3176
C (-4.934, -3.510, 0.859)  -0.1492
C (-3.964, -2.471, 2.756)  -0.1000
C (0.536, -0.941, -2.423)  -0.1572
C (1.715, -1.407, -3.000)  -0.0410
C (5.710, 2.311, -2.805)  -0.1401
C (5.105, 2.565, -0.713)  -0.1021
C (-1.781, -2.070, 1.598)  -0.2885
B (2.745, 1.575, -0.983)  -0.6485
H (-2.078, -3.753, -0.914)  0.0936
H (3.733, -0.466, -2.805)  0.1140
H (6.223, 2.327, -3.754)  0.1070
H (-0.471, -1.319, -2.508)  0.0923
H (-5.535, -3.311, -0.025)  0.1391
H (-3.772, -1.534, 3.278)  0.1341
H (-3.307, -5.051, 2.239)  0.1458
H (-2.094, -3.298, 3.236)  0.1825
H (-4.974, -0.979, -0.046)  0.1008
H (-3.651, -3.185, -1.450)  0.0975
H (-4.429, -3.194, 3.425)  0.1462
H (4.970, 2.818, 0.327)  0.1241
H (-5.459, -4.233, 1.485)  0.1398
H (0.910, 0.506, 3.070)  0.0843
H (3.430, 4.116, -2.073)  0.1248
H (-1.851, -4.714, 1.263)  0.1442
H (4.675, 0.600, 0.995)  0.1243
H (-1.644, -1.185, 2.220)  0.0128
H (3.575, -0.092, 3.394)  0.1011
H (-0.735, 4.636, -1.142)  0.0953
H (7.021, 3.423, -1.368)  0.0983
H (-0.804, -2.505, 1.384)  0.1057
H (-4.175, -0.260, 1.350)  0.0269
H (1.851, -2.261, -3.641)  0.1003
H (1.424, 5.949, -2.215)  0.1056

[2]
Density functional theory data (ωB97M-V/def2-TZVPD) for 5 unconnected molecules or ions with the total composition C32H32BBrCl2F4NO4 in a non-equilibrium geometry.

HOMO-LUMO gap   7.5 eV
Net charge   -1
LUMO   2.100 eV
Largest force on an atom   4.38 eV Å⁻¹
Multiplicity   1

Each line ends with the Löwdin charge.
Cartesian coordinates (Å):
Br (1.456, -3.376, -4.803)  0.6870
Cl (-2.487, -3.449, 0.845)  0.5350
Cl (0.688, -3.162, 0.913)  0.5614
F (-0.169, -0.907, -4.458)  0.0030
F (-1.309, 6.045, 1.888)  0.0601
F (-4.636, -3.595, 4.285)  0.0591
F (0.676, 1.128, -0.149)  0.0712
O (0.579, -5.125, -2.832)  -0.1730
O (2.783, -8.759, -1.153)  0.0565
O (3.298, -6.715, -0.960)  -0.0515
O (2.096, -4.587, -1.197)  -0.0776
N (2.553, -7.779, -0.527)  -0.0493
C (-2.865, -1.943, 6.974)  -0.0992
C (-3.840, -2.667, 6.297)  -0.0292
C (0.511, 2.445, -0.324)  -0.2866
C (0.114, 5.259, 3.589)  -0.0092
C (-1.639, -1.667, 4.915)  -0.0707
C (-1.767, -1.441, 6.283)  -0.1059
C (0.553, 7.893, 4.379)  -0.0908
C (1.453, 4.622, -0.656)  -0.0876
C (-0.286, 7.622, 3.304)  -0.0217
C (1.177, 6.848, 5.053)  -0.1034
C (-1.499, -3.818, -0.657)  -0.6378
C (-0.770, 2.972, -0.356)  -0.0109
C (0.610, 2.586, -4.955)  -0.0879
C (2.794, -1.183, -1.289)  -0.1085
C (2.489, -5.846, -1.775)  -0.2596
C (-0.115, -3.700, -0.656)  -0.4300
C (1.382, -2.779, -2.897)  -0.5104
C (-1.783, 2.302, -4.864)  -0.0941
C (2.813, -2.187, -2.556)  -0.2920
C (-0.334, 0.408, -4.636)  -0.2778
C (0.781, 1.220, -4.766)  -0.0060
C (-1.615, 0.933, -4.686)  -0.0140
C (-2.606, -2.401, 4.239)  -0.0139
C (-0.939, 4.340, -0.532)  -0.0988
C (0.961, 5.532, 4.657)  -0.0813
C (-3.697, -2.890, 4.937)  -0.2835
C (1.625, 3.255, -0.470)  -0.0176
C (-0.672, 3.127, -5.001)  -0.1106
C (-0.497, 6.308, 2.922)  -0.2854
C (0.997, -6.352, -2.196)  -0.1140
C (0.171, 5.164, -0.684)  -0.1152
C (-2.275, -4.293, -1.946)  -0.0983
B (0.895, -4.024, -1.910)  -0.9735
H (3.637, -2.958, -2.484)  0.1039
H (-1.937, 4.764, -0.549)  0.1032
H (2.615, 2.816, -0.437)  0.1151
H (-1.009, -0.873, 6.810)  0.0956
H (-3.389, -4.396, -1.773)  0.0662
H (2.902, -5.552, -2.798)  0.1684
H (0.369, -6.416, -1.246)  0.1314
H (1.835, 7.061, 5.889)  0.0979
H (3.102, -1.522, -3.441)  0.0718
H (-2.013, -3.596, -2.792)  0.0895
H (-0.803, 4.194, -5.144)  0.0943
H (-2.518, -2.593, 3.176)  0.0336
H (0.719, 8.918, 4.691)  0.1011
H (1.771, 0.781, -4.719)  0.1179
H (2.317, 5.265, -0.779)  0.1004
H (-1.623, 2.314, -0.244)  0.1193
H (-4.706, -3.058, 6.817)  0.1107
H (0.909, -7.301, -2.796)  0.1240
H (-2.469, 0.274, -4.585)  0.1161
H (0.039, 6.231, -0.825)  0.0987
H (1.475, 3.230, -5.065)  0.1008
H (-0.784, -1.273, 4.377)  0.1085
H (3.548, -1.458, -0.499)  0.0725
H (-2.962, -1.769, 8.040)  0.0979
H (-0.073, 4.240, 3.271)  0.1205
H (1.451, 4.719, 5.179)  0.1055
H (-1.904, -5.346, -2.177)  0.0849
H (3.035, -0.131, -1.663)  0.0600
H (1.726, -1.153, -0.930)  0.0383
H (-2.781, 2.724, -4.896)  0.0990
H (-0.774, 8.423, 2.762)  0.1138
H (0.642, -1.927, -2.757)  0.0826

[3]
Density functional theory data (ωB97M-V/def2-TZVPD) for a molecular structure, F2InNO4S2 in a non-equilibrium geometry.

HOMO-LUMO gap   4.0 eV
Net charge   +2
LUMO   -16.973 eV
Energy relative to the best compared isomer or geometry (same formula, charge and spin)   396.7 kJ/mol
Largest force on an atom   15.90 eV Å⁻¹
Multiplicity   1

Each line ends with the Löwdin charge.
Cartesian coordinates (Å):
In (-1.303, 0.851, -2.120)  1.7836
S (0.423, -1.097, -0.265)  0.6239
S (-0.149, 0.864, 0.744)  0.5423
F (0.835, -1.576, -1.757)  -0.1233
F (-1.028, 2.206, 0.668)  -0.1208
O (-0.870, 0.190, 1.833)  -0.0506
O (-0.458, -2.171, 0.120)  -0.0977
O (1.703, -1.064, 0.382)  -0.0456
O (1.176, 1.423, 1.069)  -0.0405
N (-0.328, 0.376, -0.673)  -0.4714

Values of M, in order: 960.30; 732.23; 294.95, all in g mol⁻¹.